Entry 1:
Below is a gas-phase ion, C4H7Cl3N3O (charge +1) at a distorted geometry, with properties calculated with ωB97M-V/def2-TZVPD.

Properties
energy above the lowest of the compared OMol25 structures with the same formula, charge and spin = 83.3 kJ/mol
max |F| = 4.0 eV/A
Kohn-Sham gap (alpha / beta) = 8.590 / 8.591 eV
DFT total energy = -48336.149 eV

Geometry as ORCA input:
```
! wB97M-V def2-TZVPD RIJCOSX def2/J DEFGRID3
* xyz 1 1
C 0.6770 -2.2802 -0.6303
N 1.1424 -0.9033 -0.4682
C 0.3655 0.0858 0.0822
N -0.5326 -0.0489 1.0817
C -1.5654 0.8617 1.0188
N -2.0325 1.1516 -0.1783
O -1.3072 0.9881 -1.2289
C 1.1245 1.4057 0.0641
Cl 1.6011 1.7381 -1.6423
Cl 0.3317 2.8509 0.6750
Cl 2.7101 1.1600 1.1506
H 0.1565 -2.5529 0.3379
H -0.1053 -2.4393 -1.3434
H 1.6212 -2.9173 -0.8574
H 1.7917 -0.4887 -1.1843
H -0.7416 -0.9260 1.6228
H -2.2963 0.9000 1.8596
H -2.9408 1.4147 -0.3595
*
```

Entry 2:
Below is 4 unconnected molecules or ions with the total composition C4H7ClFNS at a distorted geometry, with properties calculated with ωB97M-V/def2-TZVPD.

Properties
energy above the lowest of the compared OMol25 structures with the same formula, charge and spin = 759.2 kJ/mol
max |F| = 5.2 eV/A
Kohn-Sham gap = 9.350 eV
DFT total energy = -31817.746 eV

Geometry as ORCA input:
```
! wB97M-V def2-TZVPD RIJCOSX def2/J DEFGRID3
* xyz 0 1
C 1.5409 0.7949 0.4857
C 0.1177 0.4373 0.8008
C -0.1556 -1.1556 0.8117
C -0.4670 -0.3946 -0.3722
H 2.2280 0.4998 -0.9923
H 1.1998 2.2322 0.5209
H 2.3975 0.1585 1.5916
H -1.2171 2.5571 0.1150
H -0.8448 -1.4236 1.7778
H 1.6118 -1.9346 -0.2365
H 1.7624 -2.0179 1.4349
N 1.0019 -2.0815 0.7011
F -1.6085 -0.2807 -0.8428
S -1.0787 1.7184 1.3366
Cl 0.6687 -0.5036 -1.9573
*
```

Entry 3:
Below is a single C4H7ClN2 molecule at a distorted geometry, with properties calculated with ωB97M-V/def2-TZVPD.

Properties
energy above the lowest of the compared OMol25 structures with the same formula, charge and spin = 202.4 kJ/mol
max |F| = 3.7 eV/A
Kohn-Sham gap = 10.014 eV
DFT total energy = -19762.635 eV

Geometry as ORCA input:
```
! wB97M-V def2-TZVPD RIJCOSX def2/J DEFGRID3
* xyz 0 1
C 1.1317 1.2960 0.1394
N -0.0323 0.5127 -0.1562
C 0.2577 -0.5796 -1.2149
N -0.8246 -1.5648 -0.9941
C -1.5159 -1.2177 -0.0116
C -0.8402 -0.0244 0.8478
Cl 0.1015 -0.7908 2.2900
H 1.0052 2.3063 -0.2546
H 1.2250 1.4983 1.1355
H 1.9496 0.6839 -0.2426
H 1.2748 -0.9888 -0.9255
H 0.1375 -0.2043 -2.2018
H -2.3314 -1.7045 0.4403
H -1.5385 0.7776 1.1482
*
```

Entry 4:
Below is a single C4H7ClN2 molecule at a distorted geometry, with properties calculated with ωB97M-V/def2-TZVPD.

Properties
expectation value of S² = 2.01
energy above the lowest of the compared OMol25 structures with the same formula, charge and spin = 254.4 kJ/mol
max |F| = 7.1 eV/A
Kohn-Sham gap (alpha / beta) = 5.337 / 5.980 eV
DFT total energy = -19757.056 eV

Geometry as ORCA input:
```
! wB97M-V def2-TZVPD RIJCOSX def2/J DEFGRID3
* xyz 0 3
C -1.0943 0.3688 -0.7507
C 0.1894 0.8514 -0.0358
C -1.1957 -0.9103 1.0342
C 1.4211 0.4757 -0.8422
N -1.6740 -0.6120 -0.2201
N 0.1577 0.2142 1.2544
Cl -0.4330 -2.5173 0.9640
H -1.3173 0.6773 -1.6423
H 0.0081 1.8835 0.0353
H -1.8500 -0.9839 1.8590
H 1.4641 1.0263 -1.7751
H 1.3050 -0.4878 -1.1343
H 2.2196 0.5230 -0.2565
H 0.7994 -0.5089 1.5100
*
```

Entry 5:
Below is a single C4H7ClN2O molecule at a distorted geometry, with properties calculated with ωB97M-V/def2-TZVPD.

Properties
expectation value of S² = 2.01
energy above the lowest of the compared OMol25 structures with the same formula, charge and spin = 219.5 kJ/mol
max |F| = 6.2 eV/A
Kohn-Sham gap (alpha / beta) = 6.837 / 7.526 eV
DFT total energy = -21805.774 eV

Geometry as ORCA input:
```
! wB97M-V def2-TZVPD RIJCOSX def2/J DEFGRID3
* xyz 0 3
C 0.9404 0.6517 -1.9193
C -0.3564 -0.0261 0.5371
C -0.7450 0.3816 1.8884
C 0.4078 -1.3531 0.4546
N -0.4224 0.4672 -1.6888
N -0.8266 0.7096 -0.3920
O 1.7641 0.6412 -1.0331
Cl -1.5397 0.9751 -2.9778
H 1.1591 0.8155 -2.9740
H 0.2834 0.6253 2.4702
H -1.1801 -0.4848 2.5066
H -1.4126 1.3134 2.0389
H 0.5881 -1.7767 1.4410
H 1.3716 -1.0489 0.0236
H -0.0317 -1.8908 -0.3754
*
```

Entry 6:
Below is a gas-phase ion, C4H7ClN3 (charge +1) at a distorted geometry, with properties calculated with ωB97M-V/def2-TZVPD.

Properties
energy above the lowest of the compared OMol25 structures with the same formula, charge and spin = 282.3 kJ/mol
max |F| = 4.5 eV/A
Kohn-Sham gap = 9.498 eV
DFT total energy = -21243.945 eV

Geometry as ORCA input:
```
! wB97M-V def2-TZVPD RIJCOSX def2/J DEFGRID3
* xyz 1 1
C -2.2127 -0.7292 -0.7685
C -1.1642 -1.2813 -0.2613
C -0.2310 -0.6527 0.6966
N -0.0060 0.7353 0.3547
C 0.7676 1.5368 -0.0232
N 1.6270 2.4049 -0.3435
N 1.0823 -1.4201 0.8175
Cl 2.0454 -1.3929 -0.5168
H -2.4872 0.2832 -0.6849
H -2.8464 -1.3322 -1.4058
H -1.1052 -2.2503 -0.5261
H -0.7244 -0.5415 1.7731
H 1.7675 2.7914 -1.2850
H 1.9802 2.9948 0.4350
H 1.5071 -1.1461 1.7384
*
```

Entry 7:
Below is a single C4H7ClO molecule at a distorted geometry, with properties calculated with ωB97M-V/def2-TZVPD.

Properties
energy above the lowest of the compared OMol25 structures with the same formula, charge and spin = 114.0 kJ/mol
max |F| = 2.0 eV/A
Kohn-Sham gap = 10.156 eV
DFT total energy = -18830.347 eV

Geometry as ORCA input:
```
! wB97M-V def2-TZVPD RIJCOSX def2/J DEFGRID3
* xyz 0 1
C -1.0553 1.5236 -0.4651
C -0.4520 0.5574 0.2027
C 0.9320 0.6556 0.7056
Cl 1.9716 -0.4887 -0.3165
O -0.9946 -0.6722 0.3616
C -2.3321 -0.9209 -0.1123
H -0.5933 2.5323 -0.4764
H -2.0809 1.4560 -0.8143
H 0.9973 0.2534 1.7181
H 1.4244 1.6042 0.6289
H -2.4646 -1.9479 0.1769
H -3.0371 -0.3204 0.4493
H -2.3617 -0.7868 -1.1808
*
```

Entry 8:
Below is a single C4H7ClO molecule at a distorted geometry, with properties calculated with ωB97M-V/def2-TZVPD.

Properties
energy above the lowest of the compared OMol25 structures with the same formula, charge and spin = 140.3 kJ/mol
max |F| = 2.5 eV/A
Kohn-Sham gap = 11.380 eV
DFT total energy = -18830.075 eV

Geometry as ORCA input:
```
! wB97M-V def2-TZVPD RIJCOSX def2/J DEFGRID3
* xyz 0 1
C -0.5384 1.3810 -0.1414
C -0.1727 -0.0772 0.1176
C 1.0646 -0.4486 0.8344
Cl 2.4977 -0.2171 -0.2247
C -0.6994 -1.0618 -0.7912
O -1.3205 -0.8794 0.5057
H -1.4751 1.3377 -0.7294
H -0.5783 1.9858 0.7497
H 0.3267 1.8158 -0.5885
H 1.0761 -1.5236 1.1506
H 1.1849 0.2913 1.7273
H -0.0930 -1.9443 -0.9621
H -1.2726 -0.6596 -1.6480
*
```

Entry 9:
Below is 2 unconnected molecules or ions with the total composition C4H7ClO at a distorted geometry, with properties calculated with ωB97M-V/def2-TZVPD.

Properties
energy above the lowest of the compared OMol25 structures with the same formula, charge and spin = 421.6 kJ/mol
max |F| = 3.6 eV/A
Kohn-Sham gap = 9.552 eV
DFT total energy = -18827.159 eV

Geometry as ORCA input:
```
! wB97M-V def2-TZVPD RIJCOSX def2/J DEFGRID3
* xyz 0 1
C -1.3248 1.5303 -0.4145
C -0.4691 0.5360 -0.4058
C -0.4817 -1.7779 -0.1062
C 1.5739 0.8075 0.5473
O -0.5691 -0.6699 -0.9398
Cl 2.5630 -0.4473 -0.0030
H -2.2332 1.5895 -0.9497
H -1.1050 2.3709 0.3040
H 0.4169 -1.6038 0.4612
H -0.3364 -2.6311 -0.7661
H -1.3632 -2.1461 0.4638
H 1.3679 0.6604 1.6334
H 1.9607 1.7815 0.1754
*
```

Entry 10:
Below is a single C4H7ClO2S molecule at a distorted geometry, with properties calculated with ωB97M-V/def2-TZVPD.

Properties
energy above the lowest of the compared OMol25 structures with the same formula, charge and spin = 219.2 kJ/mol
max |F| = 3.4 eV/A
Kohn-Sham gap = 9.698 eV
DFT total energy = -31711.149 eV

Geometry as ORCA input:
```
! wB97M-V def2-TZVPD RIJCOSX def2/J DEFGRID3
* xyz 0 1
C 1.6194 -1.6249 0.7079
C 0.8496 -1.4597 -0.3680
S -0.8483 -0.8536 -0.0144
O -1.1076 -0.9786 1.3908
O -1.7324 -1.4794 -0.9622
C -1.0954 1.1896 -0.5911
C 0.1326 1.8885 -0.0136
Cl -2.5932 1.6172 0.1318
H 2.5361 -2.3221 0.6227
H 1.2947 -1.3987 1.7626
H 1.2596 -1.5300 -1.3207
H -1.4270 0.9312 -1.6702
H -0.0595 1.8625 1.1449
H 0.2172 2.8847 -0.3898
H 0.9539 1.2733 -0.4307
*
```

no.,molecular weight (g/mol)
1,219.48
2,155.62
3,118.57
4,118.57
5,134.57
6,132.57
7,106.55
8,106.55
9,106.55
10,154.62